Record 1
{
  "formula": "C20H31N3O2S",
  "method": "wB97M-V/def2-TZVPD",
  "species": ["S", "O", "O", "N", "N", "N", "C", "C", "C", "C", "C", "C", "C", "C", "C", "C", "C", "C", "C", "C", "C", "C", "C", "C", "C", "C", "H", "H", "H", "H", "H", "H", "H", "H", "H", "H", "H", "H", "H", "H", "H", "H", "H", "H", "H", "H", "H", "H", "H", "H", "H", "H", "H", "H", "H", "H", "H"],
  "xyz": [[-2.33014, 3.80977, -1.99005], [1.13457, -0.90143, -0.51440], [-3.53104, -0.78992, -1.23517], [-0.84320, -1.26830, 0.48530], [-3.87471, 3.35510, -2.25764], [-1.47103, -0.65264, -2.16544], [3.48756, 3.15544, 1.38811], [-1.86539, -0.99470, 1.48366], [-2.76784, 1.35582, -1.92746], [-1.06598, -2.03293, -1.92341], [-1.74219, 2.24626, -1.77177], [2.09228, 2.57782, 1.61646], [-2.64366, -0.12705, -1.75364], [4.56178, 2.33955, 2.10323], [2.02502, 1.10327, 1.20450], [2.93104, -1.12709, 2.29034], [-1.37643, -4.46013, -2.61958], [0.33802, -0.60461, 0.36731], [0.60998, 0.54565, 1.32866], [2.80967, -0.11731, 3.40195], [-1.88933, -3.02946, -2.74099], [-5.32310, 1.39830, -2.42186], [4.46990, 0.86374, 1.72507], [3.07789, 0.32851, 1.98982], [-3.99433, 2.04779, -2.19924], [-1.09707, -2.38352, -0.42154], [-0.02603, -2.07141, -2.24070], [-1.50134, -4.85522, -1.61075], [3.69397, 3.15400, 0.31164], [0.39574, 0.23927, 2.35259], [-0.36389, -3.17585, -0.25761], [1.35023, 3.15184, 1.05345], [3.82548, -1.73648, 2.25625], [5.19890, 0.27905, 2.29356], [4.42738, 2.43729, 3.18599], [2.03610, -1.64164, 1.96466], [-1.91970, -5.12036, -3.29580], [3.52338, 4.19759, 1.71407], [-2.84247, -0.94282, 1.00484], [-1.67268, -0.05090, 1.97981], [3.62341, -0.03747, 4.11193], [1.83257, 0.04472, 3.83934], [4.71103, 0.73315, 0.66400], [2.30092, 1.02931, 0.14767], [-1.84552, -2.71178, -3.78582], [-2.08613, -2.75972, -0.16135], [-0.70983, 2.04014, -1.52959], [-0.11271, 1.33988, 1.10644], [-5.95814, 1.55785, -1.54937], [-1.89141, -1.78431, 2.24066], [5.55389, 2.73157, 1.86891], [-5.21799, 0.32845, -2.56777], [-5.80969, 1.85717, -3.28162], [-0.81819, -0.04876, -2.63274], [-0.31526, -4.52157, -2.87181], [1.82946, 2.66682, 2.67774], [-2.93379, -2.96777, -2.43081]],
  "max_force_ev_per_a": 0.32,
  "total_energy_ev": -40644.729,
  "e_lumo_ha": 0.02142,
  "homo_energy_ev": -9.3
}



Record 2
{
  "formula": "C20H31N5PbS2",
  "method": "wB97M-V/def2-TZVPD",
  "species": ["Pb", "S", "S", "N", "N", "N", "N", "N", "C", "C", "C", "C", "C", "C", "C", "C", "C", "C", "C", "C", "C", "C", "C", "C", "C", "C", "C", "C", "H", "H", "H", "H", "H", "H", "H", "H", "H", "H", "H", "H", "H", "H", "H", "H", "H", "H", "H", "H", "H", "H", "H", "H", "H", "H", "H", "H", "H", "H", "H"],
  "xyz": [[-0.57800, -0.06623, 0.15896], [1.33412, 0.52790, -1.56235], [-2.26012, 1.63552, -1.03891], [0.48540, -2.41021, -1.01159], [-0.29812, -0.99291, 3.83777], [1.92155, 0.15569, 2.03798], [0.08440, 2.32381, 1.06249], [-2.42082, -1.45648, -1.51764], [-0.32837, -2.62359, -2.21630], [2.28709, 1.55844, 1.87016], [2.72312, -3.30041, -1.52834], [1.86233, -2.21509, -1.38684], [2.32387, -0.92221, -1.65706], [0.29750, -3.45850, -0.01078], [3.65257, -0.77107, -2.07639], [-4.03157, 1.00256, -4.57647], [0.83219, -0.19733, 4.30494], [1.13811, 2.54549, 2.05658], [2.05410, -0.35417, 3.40016], [4.03706, -3.13277, -1.93078], [-2.88856, 0.77709, -2.43997], [-3.55053, -1.16883, -3.70065], [-1.82084, -2.72835, -1.93015], [-3.47740, -1.64535, -0.51695], [-4.09769, -0.37738, -4.69571], [-2.92384, -0.61908, -2.58492], [-3.43598, 1.56194, -3.46277], [4.49964, -1.85483, -2.21267], [-4.31245, -2.24055, -0.90724], [-3.85470, -0.66664, -0.21938], [5.51840, -1.70455, -2.54690], [1.55934, 3.55188, 1.95861], [-0.12538, -1.98032, 3.97776], [1.15054, -0.46973, 5.32002], [4.00194, 0.22913, -2.29762], [-0.76638, 2.82333, 1.29455], [-0.15366, -1.78208, -2.89141], [0.39467, 2.66623, 0.15754], [-3.63255, -2.24240, -3.80917], [-1.14638, -0.74798, 4.32969], [-3.37720, 2.63705, -3.35576], [-1.99453, -3.45397, -1.13556], [0.51975, 0.84590, 4.32842], [-0.62453, -3.27861, 0.54563], [2.65321, 1.69150, 0.84971], [4.68662, -3.99181, -2.03571], [3.09268, 1.83027, 2.56770], [2.28104, -1.42230, 3.34040], [2.48475, -0.40720, 1.41680], [-2.29106, -3.14312, -2.82351], [-3.06873, -2.14130, 0.36652], [-4.44950, 1.63842, -5.34646], [0.71999, 2.46587, 3.05852], [1.12430, -3.43292, 0.69634], [2.90028, 0.12930, 3.91233], [-0.00743, -3.54407, -2.72802], [0.24258, -4.46360, -0.45012], [2.36381, -4.30211, -1.32618], [-4.57342, -0.83935, -5.55082]],
  "max_force_ev_per_a": 0.45,
  "total_energy_ev": -55613.110,
  "e_lumo_ha": 0.01707,
  "homo_energy_ev": -7.1
}



Record 3
{
  "formula": "C20H31N6O5SSeSiSm",
  "method": "wB97M-V/def2-TZVPD",
  "species": ["Sm", "Se", "S", "Si", "O", "O", "O", "O", "O", "N", "N", "N", "N", "N", "N", "C", "C", "C", "C", "C", "C", "C", "C", "C", "C", "C", "C", "C", "C", "C", "C", "C", "C", "C", "C", "H", "H", "H", "H", "H", "H", "H", "H", "H", "H", "H", "H", "H", "H", "H", "H", "H", "H", "H", "H", "H", "H", "H", "H", "H", "H", "H", "H", "H", "H", "H"],
  "xyz": [[0.02434, 0.36688, 0.68472], [-2.83280, 0.18874, 0.30559], [0.21388, 3.95616, -2.44039], [-3.36185, -2.01760, -0.27159], [2.92617, -0.24681, 3.83889], [-0.12803, 2.61573, 0.76083], [-0.63570, -1.50046, 2.24576], [-0.20149, 4.47125, 1.92424], [1.96590, 0.09005, 1.83715], [3.43696, -2.55330, -1.33130], [0.12609, 1.49089, -1.76430], [-0.15432, 1.18272, 3.12274], [1.38659, 1.92389, -1.47572], [1.73688, -1.20092, -0.76282], [-1.84650, 2.22118, -2.85329], [2.79994, 3.95306, -1.39625], [2.13177, 0.31222, 3.06750], [2.66423, -2.46685, -2.46895], [-0.58516, 2.42471, -2.30053], [-0.35186, 3.27604, 1.82628], [2.80779, -3.07003, -3.64417], [-2.42088, -2.66293, -1.73596], [2.98939, 4.21202, 0.13184], [1.64047, -1.57369, -2.10187], [1.60438, 3.18611, -1.71055], [0.86111, -1.83918, -4.35045], [-2.95981, -3.13148, 1.15426], [1.91233, -2.73363, -4.61725], [-0.56352, -1.26766, 3.60456], [-0.84170, 2.52372, 3.01192], [1.18852, 1.38435, 3.61011], [2.88058, -1.76975, -0.38138], [-0.93767, 0.17009, 3.92971], [0.73543, -1.26865, -3.07366], [-5.21468, -2.08889, -0.56939], [-3.39890, -4.08837, 0.97946], [2.88483, 4.84847, -2.00132], [0.22456, -1.61889, -5.23748], [3.98303, 4.62603, 0.34623], [4.41421, -2.93741, -1.36520], [-1.16878, -1.92692, 4.20261], [1.93627, -3.18377, -5.62668], [-5.83761, -1.45823, 0.12727], [-2.28475, 1.42156, -2.52379], [-3.44625, -2.69141, 2.04252], [-0.83785, 0.29792, 5.05900], [-0.14265, -0.70457, -2.81857], [-5.64037, -3.07368, -0.36626], [-0.69866, 3.23295, 3.88264], [-2.75811, -3.65644, -1.98070], [1.21079, 1.42289, 4.74778], [3.12227, -1.62746, 0.65987], [-1.33935, -2.78693, -1.47425], [-1.89946, -3.31150, 1.39662], [3.66858, 3.46298, -1.72997], [1.56710, 2.27549, 3.25219], [-1.44843, -1.72479, 1.87963], [-2.41347, 2.99897, -2.65130], [-2.41497, -2.14984, -2.70929], [-1.99111, 0.31503, 3.62371], [2.79775, 3.22656, 0.60217], [2.22681, 4.88769, 0.46320], [3.55436, -3.85194, -3.72764], [-1.86842, 2.30194, 2.86785], [-5.51166, -1.66843, -1.54585], [0.51344, -1.41588, 3.81927]],
  "multiplicity": 6,
  "max_force_ev_per_a": 3.53,
  "total_energy_ev": -142390.377,
  "e_lumo_ha": [0.01101, 0.01381],
  "homo_energy_ev": [-8.1, -8.1]
}



Record 4
{
  "formula": "C20H31N7O",
  "method": "wB97M-V/def2-TZVPD",
  "species": ["O", "N", "N", "N", "N", "N", "N", "N", "C", "C", "C", "C", "C", "C", "C", "C", "C", "C", "C", "C", "C", "C", "C", "C", "C", "C", "C", "C", "H", "H", "H", "H", "H", "H", "H", "H", "H", "H", "H", "H", "H", "H", "H", "H", "H", "H", "H", "H", "H", "H", "H", "H", "H", "H", "H", "H", "H", "H", "H"],
  "xyz": [[-2.37445, 0.97869, -0.50320], [0.56101, -1.43823, -1.85530], [0.70085, -0.93962, -0.63659], [-0.54320, -2.04617, -1.97677], [0.33063, -1.07486, 2.36867], [-1.17970, -1.97127, -0.80303], [-1.71779, 1.06635, -2.65632], [1.03899, 1.78018, -3.74423], [0.56091, 1.92674, -2.51420], [-3.37589, -0.61282, -1.97995], [-0.38347, -1.26017, 0.03535], [-2.42864, 0.53806, -1.64431], [3.31052, -0.81371, 5.46072], [-2.48270, -2.54680, -0.63400], [3.17448, 1.24830, -2.83150], [2.68261, 1.41758, -1.54807], [-3.59035, -1.49366, -0.74896], [0.97701, -1.38634, 4.69949], [1.35307, 1.76495, -1.38421], [2.15742, -0.43026, 4.53954], [-0.14790, -1.01736, 3.73814], [-1.65490, 0.49864, -3.98429], [-1.31286, 3.41473, -3.29780], [2.30758, 1.44546, -3.89351], [1.40269, -0.11364, 2.16789], [2.58252, -0.44844, 3.07244], [-0.75401, -0.89274, 1.42343], [-0.90917, 2.25643, -2.38716], [2.99354, -0.79113, 6.50124], [-2.58696, -3.28751, -1.43162], [-4.54862, -2.01050, -0.80309], [-3.58846, -0.84932, 0.13290], [-2.61005, 0.60061, -4.50491], [-0.82150, 4.32301, -2.95867], [-1.00896, 3.22470, -4.32261], [-1.58853, -1.52749, 1.73602], [2.63806, 1.33143, -4.91829], [0.59989, -1.36082, 5.72387], [-1.12489, 2.51952, -1.34653], [3.66196, -1.81720, 5.23039], [2.95049, -1.44296, 2.81594], [-3.00751, -1.21159, -2.80988], [3.38563, 0.27037, 2.90016], [0.93014, 1.89758, -0.40110], [-0.53313, -0.01085, 3.98832], [1.30734, -2.40277, 4.47888], [4.20181, 0.96876, -3.00502], [-2.53001, -3.05533, 0.33318], [1.82457, 0.58281, 4.79617], [-1.12175, 0.15152, 1.39352], [4.14190, -0.12287, 5.33919], [-4.32143, -0.15399, -2.27896], [-2.38944, 3.56352, -3.25940], [3.31983, 1.27393, -0.68820], [1.05111, 0.91358, 2.38268], [1.70541, -0.16693, 1.12164], [-0.97052, -1.73021, 3.85025], [-0.87819, 1.02392, -4.53463], [-1.36701, -0.55383, -3.94370]],
  "smiles": "CC1CCN(Cc2nnnn2CCCC(=O)N(C)[C@H](C)c2ccccn2)CC1",
  "max_force_ev_per_a": 1.40,
  "total_energy_ev": -33721.320,
  "e_lumo_ha": 0.02767,
  "homo_energy_ev": -8.7
}



Q: Number 2 is which compound?
A: C20H31N5PbS2



Q: Number 2 is which compound?
A: C20H31N5PbS2